The following is a quantum chemistry calculation of a cluster of 2 separate species, C3F7I2P in total, from OMol25.

XYZ file:
```
13
C3F7I2P | OMol25 | the ωB97M-V functional and the def2-TZVPD basis
C 0.89655 -0.51385 -0.41909
C 0.36105 -0.73010 -1.86045
C 0.34904 0.75080 0.20219
F 0.50978 -1.58721 0.32085
F 2.25156 -0.55878 -0.44215
F -0.97544 -0.73378 -1.84825
F 0.76427 -1.89421 -2.35337
F 0.76621 0.22219 -2.68983
F 0.01561 1.70640 -0.68624
F 1.14295 1.28990 1.14331
P -2.31218 0.30523 2.02420
I -2.55052 2.57233 2.77333
I -1.21889 -0.82892 3.83549
```

E_HOMO (spin up / spin down) = -9.78 / -8.50 eV
charge = 0

Results of the natural (NBO) charge analysis, in e, for atoms 1 through 5: number 1, C, carries 0.4907; number 2, C, carries 0.9261; number 3, C, carries 0.6873; number 4, F, carries -0.3030; number 5, F, carries -0.2953

***

The following is a quantum chemistry calculation of a cluster of 2 separate species, C3H6OS in total, from OMol25.

XYZ file:
```
11
C3H6OS | OMol25 | the ωB97M-V functional and the def2-TZVPD basis
C -0.68595 1.12899 0.09583
C -0.45499 -0.40602 0.04398
C 0.90239 -0.96878 0.34842
H 1.38241 0.66606 -1.12207
H -1.77773 1.20719 -0.48375
H -0.88320 1.56214 1.16353
H -1.26312 -0.89098 0.65320
H -0.67304 -0.66744 -1.05076
H 1.24312 -1.60684 1.40995
O 0.32665 1.85390 -0.38395
S 1.88346 -1.87822 -0.67438
```

relative energy (zero: lowest compared OMol25 entry of this formula, charge and spin) = 155.0 kcal/mol
E_HOMO = -9.21 eV
charge = 0

Results of the natural (NBO) charge analysis, in e, for atoms 1 through 5: number 1, C, carries -0.0327; number 2, C, carries -0.5454; number 3, C, carries -0.2754; number 4, H, carries 0.3298; number 5, H, carries 0.1295

***

The following is a quantum chemistry calculation of a structure of composition C48H96N2O12Rb2, from OMol25.

XYZ file:
```
160
C48H96N2O12Rb2 | OMol25 | the ωB97M-V functional and the def2-TZVPD basis
Rb -2.05674 -2.57294 -1.05341
Rb 1.74226 -3.04868 1.61376
C -0.65673 1.23765 2.59048
C -1.33631 1.04142 1.23788
C -1.56514 2.39777 0.55953
C -0.28850 2.99721 -0.00147
C 0.28650 2.04514 -1.02625
C 0.53384 0.63406 -0.43575
N -0.55868 0.17172 0.36472
O -0.37657 -1.11496 0.87016
C 1.85397 0.73053 0.35812
C 0.75616 -0.26424 -1.64316
C -2.69858 0.39961 1.39290
H -0.35677 0.29016 3.03113
H -1.33339 1.75461 3.28094
H 0.23944 1.85292 2.49319
H -1.93700 3.09650 1.31762
H -2.29002 2.25232 -0.24390
H 0.42055 3.21636 0.80587
H -0.47870 3.99721 -0.41207
H 1.26757 2.37052 -1.38683
H -0.40142 2.00775 -1.87989
H 1.90107 -0.08132 1.09170
H 1.92111 1.65981 0.92892
H 2.75775 0.66600 -0.25571
H 1.53202 0.16286 -2.27930
H -0.14802 -0.36430 -2.25590
H 1.06669 -1.27239 -1.34990
H -3.18738 0.28483 0.42090
H -3.36489 0.90473 2.09933
H -2.60231 -0.61883 1.78755
C -2.42680 -6.26556 1.62095
C -1.25802 -5.54786 2.29585
C -1.16723 -5.97031 3.77016
C -0.49079 -7.29583 4.03892
C 0.85518 -7.39044 3.34686
C 0.78496 -6.99387 1.87242
N 0.05380 -5.75326 1.67615
O 0.18701 -5.25702 0.37016
C 0.23669 -8.19432 1.07375
C 2.22923 -6.80067 1.42956
C -1.60361 -4.06298 2.34434
H -2.37144 -7.34335 1.78937
H -2.40978 -6.10049 0.54350
H -3.37370 -5.97075 2.08195
H -2.19182 -6.05355 4.16087
H -0.69668 -5.17608 4.36085
H -1.15062 -8.10187 3.70737
H -0.37333 -7.37812 5.12343
H 1.15690 -8.44006 3.45323
H 1.66016 -6.86296 3.87042
H 0.70090 -9.12675 1.41210
H 0.44948 -8.12351 0.00575
H -0.83598 -8.31925 1.19189
H 2.66078 -5.90713 1.88521
H 2.33964 -6.71234 0.35114
H 2.79509 -7.66927 1.77920
H -2.19397 -3.72135 1.50449
H -0.74875 -3.41553 2.51185
H -2.21813 -3.90099 3.23940
C -7.02729 -1.47667 -0.99619
C -6.02887 -1.51254 0.13279
O -5.19919 -2.39032 0.21549
C -6.10072 -0.37443 1.10942
H -6.87612 -2.33329 -1.65357
H -6.89814 -0.57377 -1.59798
H -8.05504 -1.51729 -0.63535
H -5.65894 -0.62468 2.07131
H -7.13626 -0.07822 1.28274
H -5.56353 0.46939 0.67140
C 4.46989 1.24524 -6.51148
C 4.55555 1.34822 -5.02596
O 5.60785 1.27920 -4.43531
C 3.26627 1.51509 -4.25560
H 4.08022 2.13664 -7.00076
H 3.78781 0.42111 -6.74623
H 5.45505 0.98047 -6.88960
H 2.39429 1.25362 -4.86247
H 3.16479 2.59580 -4.09576
H 3.20766 0.96812 -3.32205
C 0.02182 -1.27858 -5.08279
C 1.32357 -2.05817 -5.01622
O 2.32592 -1.58736 -5.49949
C 1.27684 -3.48230 -4.54301
H 0.26857 -0.23433 -4.88139
H -0.68620 -1.58267 -4.30954
H -0.39672 -1.35463 -6.08388
H 1.05659 -3.56248 -3.47335
H 2.24048 -3.95587 -4.71330
H 0.49812 -4.03475 -5.07318
C 5.23909 0.26031 4.46258
C 3.86757 -0.24850 4.11543
O 3.69438 -1.41448 3.83494
C 2.75740 0.76343 4.13081
H 5.93516 -0.57786 4.37158
H 5.34913 0.63377 5.48053
H 5.58365 1.01817 3.75514
H 1.83873 0.37908 3.69979
H 3.09923 1.67855 3.64487
H 2.57855 1.02434 5.17982
C -4.74120 5.92517 -0.56295
C -5.69724 4.86049 -0.08881
O -6.86369 5.10796 0.10092
C -5.13631 3.47076 0.12756
H -4.92798 6.11883 -1.62006
H -3.70825 5.60812 -0.42446
H -4.93475 6.84491 -0.01496
H -4.34429 3.52314 0.87740
H -4.67625 3.13947 -0.80658
H -5.94658 2.83072 0.46196
C 5.07596 4.97193 2.89747
C 4.76851 4.03616 1.74515
O 5.57082 3.19039 1.42380
C 3.51357 4.27606 0.93838
H 5.80000 5.69442 2.51369
H 5.61949 4.38827 3.64071
H 4.20638 5.46215 3.32204
H 3.37430 3.42867 0.26467
H 3.66890 5.16247 0.31998
H 2.62681 4.38002 1.56182
C -3.86118 3.18220 -6.26845
C -2.91923 3.15649 -5.09554
O -2.99164 3.95218 -4.18980
C -1.80298 2.13344 -5.15149
H -4.48726 4.06913 -6.22776
H -4.54047 2.32590 -6.22227
H -3.28144 3.11880 -7.18903
H -1.04087 2.46982 -5.85408
H -2.26423 1.18794 -5.44894
H -1.34608 1.99452 -4.17316
C -3.46438 0.89052 5.42688
C -2.30853 -0.02507 5.77339
O -1.67103 0.12164 6.79132
C -2.08245 -1.17602 4.83498
H -3.26901 1.42241 4.49363
H -3.58824 1.65208 6.19574
H -4.38700 0.31545 5.34123
H -2.08556 -0.90699 3.78721
H -2.89262 -1.88844 5.04611
H -1.20242 -1.74081 5.14484
C 6.62930 0.88182 -1.10444
C 6.74360 -0.35008 -0.27149
O 7.79540 -0.80619 0.10398
C 5.42406 -0.95643 0.16387
H 7.59403 1.28799 -1.39861
H 6.06469 1.64186 -0.55969
H 6.08605 0.65805 -2.02877
H 4.93534 -1.40217 -0.70650
H 4.77913 -0.22217 0.64799
H 5.63117 -1.72756 0.90651
C 0.48064 5.07197 -3.36664
C -0.00496 6.43615 -2.94317
O 0.71745 7.39837 -3.06028
C -1.43999 6.58433 -2.53597
H -0.04296 4.23404 -2.90757
H 1.56311 5.04119 -3.28014
H 0.23464 4.98926 -4.43450
H -2.15033 6.40632 -3.34483
H -1.63022 7.57347 -2.11834
H -1.72987 5.88855 -1.74045
```

relative energy (zero: lowest compared OMol25 entry of this formula, charge and spin) = 0.0 kcal/mol
E_HOMO = -5.29 eV
charge = 0

Results of the Mulliken charge analysis, in e, for atoms 1 through 5: number 1, Rb, carries 0.8848; number 2, Rb, carries 0.7634; number 3, C, carries -1.4446; number 4, C, carries 2.7588; number 5, C, carries -1.5525

***

The following is a quantum chemistry calculation of a structure of composition C46H44CrOP2Si2, from OMol25.

XYZ file:
```
96
C46H44CrOP2Si2 | OMol25 | the ωB97M-V functional and the def2-TZVPD basis
Cr -0.36126 0.47209 0.19536
O 1.06907 -1.79194 -1.83245
C 0.17766 -2.62269 -2.47039
C 0.41090 -3.19075 -3.71557
C -0.53849 -4.03995 -4.25749
C -1.71472 -4.30891 -3.57148
C -1.97180 -3.67471 -2.36837
C -1.03850 -2.80675 -1.80921
P -1.39042 -1.78580 -0.29832
C -1.26159 -3.06708 0.98525
C -0.23666 -4.01137 0.90876
C -0.03717 -4.91187 1.94131
C -0.85399 -4.88134 3.06348
C -1.86127 -3.93305 3.15458
C -2.05488 -3.02033 2.13016
C -3.18538 -1.54039 -0.58406
C -4.21105 -2.36958 -0.13767
C -5.52628 -2.10738 -0.49293
C -5.83157 -1.03033 -1.31096
C -4.81471 -0.20399 -1.76962
C -3.50540 -0.45279 -1.39661
C 2.41471 -2.05392 -1.72023
C 3.05423 -3.21210 -2.13374
C 4.43685 -3.28650 -2.04113
C 5.16808 -2.21666 -1.55104
C 4.51265 -1.09543 -1.06604
C 3.12585 -1.01752 -1.10189
P 2.09247 0.33985 -0.40470
C 2.01941 1.33921 -1.94513
C 3.10373 2.07079 -2.42474
C 3.00973 2.74606 -3.63040
C 1.84183 2.68077 -4.37930
C 0.76841 1.93118 -3.92362
C 0.85811 1.26569 -2.71160
C 3.28359 1.21977 0.65709
C 4.02057 0.50085 1.59976
C 4.82836 1.16024 2.51049
C 4.88947 2.54663 2.51024
C 4.12865 3.27056 1.60480
C 3.32311 2.61221 0.68914
H 1.31666 -2.96475 -4.26140
H -0.35575 -4.49938 -5.22001
H -2.44376 -4.99041 -3.98961
H -2.91172 -3.84321 -1.86264
H 0.40041 -4.05079 0.03208
H 0.76091 -5.63996 1.86945
H -0.69633 -5.59165 3.86454
H -2.48837 -3.88186 4.03550
H -2.81779 -2.25922 2.22274
H -3.98745 -3.23310 0.47513
H -6.31453 -2.75348 -0.12743
H -6.85917 -0.82870 -1.58390
H -5.04026 0.64185 -2.40579
H -2.71119 0.20792 -1.73039
H 2.49417 -4.04852 -2.52410
H 4.94092 -4.18741 -2.36521
H 6.24905 -2.26159 -1.52820
H 5.08468 -0.28459 -0.63700
H 4.02102 2.11388 -1.85144
H 3.85230 3.32237 -3.99124
H 1.77090 3.21460 -5.31805
H -0.14070 1.87310 -4.50869
H 0.01872 0.67000 -2.35881
H 3.95418 -0.58026 1.61998
H 5.40415 0.59275 3.23054
H 5.51997 3.06207 3.22313
H 4.14960 4.35263 1.62219
H 2.71984 3.18088 -0.00794
C 1.19925 1.19205 3.50110
Si -0.47391 0.93273 2.59962
C -1.41159 -0.20149 3.83078
C -1.37709 2.60741 2.80164
C -1.61406 3.12448 4.07790
C -2.28657 4.32340 4.25964
C -2.72835 5.03301 3.15023
C -2.48677 4.53665 1.87851
C -1.81789 3.32699 1.68159
Si -1.41513 2.65878 -0.06525
C -3.04117 2.88604 -1.06844
C -0.28615 4.04844 -0.77793
H 1.02408 1.40871 4.55873
H 1.73866 2.03831 3.07362
H 1.84683 0.31433 3.43996
H -1.36319 0.21968 4.83862
H -0.97614 -1.20128 3.87206
H -2.46723 -0.29410 3.56423
H -1.26501 2.58066 4.95130
H -2.46564 4.70365 5.25867
H -3.26005 5.96845 3.28158
H -2.82651 5.11142 1.02094
H -3.38782 3.92141 -1.00962
H -3.83462 2.24572 -0.67661
H -2.90581 2.64557 -2.12820
H -0.67456 5.03398 -0.50680
H -0.20052 4.00645 -1.86684
H 0.72415 3.97258 -0.36612
```

2S+1 = 5
⟨S²⟩ = 6.26
E_HOMO (spin up / spin down) = -6.97 / -6.46 eV
charge = 0

Results of the Mulliken charge analysis, in e, for atoms 1 through 5: number 1, Cr, carries -1.4269; number 2, O, carries 1.2847; number 3, C, carries -0.3772; number 4, C, carries -0.6046; number 5, C, carries -0.7674